114
Properties=species:S:1:pos:R:3:forces:R:3 method="wB97M-V/def2-TZVPD" homo_energy_ha=-0.280 e_tot_ev=-155520.936 gap_ev=7.99 total_charge=0
H -5.16660 -0.36246 -2.09154 -0.025 -0.014 0.011
C 4.64629 0.49430 -1.45915 -0.098 -0.178 0.045
H -0.10847 -6.52505 -2.27914 -0.003 0.008 -0.010
H -2.68202 -0.81535 3.42110 0.005 -0.010 -0.027
C -3.77981 3.56181 -0.61447 -0.009 0.010 -0.062
P -1.33106 2.17165 -0.53554 -0.225 -0.181 -0.067
H 2.65858 -1.02286 -3.41203 0.008 0.045 -0.042
H -1.02657 3.34661 -6.07875 -0.004 0.002 -0.012
C -1.10120 3.12779 -5.02117 -0.011 0.003 -0.027
H -5.55366 5.17294 1.77423 -0.005 0.014 0.000
C -1.08601 1.81400 -4.58085 -0.039 -0.019 -0.074
C -2.20808 2.09735 5.06794 0.008 -0.124 -0.152
C 2.24519 4.69743 -4.14232 0.003 0.009 -0.051
H -3.99662 -2.51827 -0.04334 -0.049 -0.021 -0.010
C -1.08919 -4.77583 -0.45668 -0.060 0.120 0.018
P 1.59000 2.09816 -0.41860 -0.102 -0.092 0.017
H 2.79332 -3.89954 -0.75235 -0.075 -0.037 0.009
C 2.13079 2.52000 -3.13433 0.047 -0.002 -0.017
C 3.03610 1.85856 1.91529 -0.023 -0.089 0.129
H -2.37669 -2.39857 -0.74364 -0.041 0.054 0.009
C 2.30755 3.31824 -4.25622 0.038 0.000 -0.015
Si 3.10076 -0.49922 -1.03565 0.123 0.024 -0.071
H -0.06873 -3.92815 2.42038 0.010 -0.006 -0.016
H -1.39934 -6.26838 1.78680 -0.006 0.019 0.009
C -0.26155 -6.98540 -1.30992 0.010 0.028 -0.001
C -4.81650 4.27134 -0.02715 -0.023 0.016 -0.004
H -3.56292 4.56912 3.10244 0.003 -0.002 0.040
C -1.29883 2.56748 -2.30474 0.054 0.055 0.070
C -2.58338 3.58378 1.47006 0.045 0.008 0.056
C -2.93669 3.06919 5.82105 -0.159 0.194 0.167
C 1.97336 5.28062 -2.91238 0.028 0.076 0.021
C -3.62398 4.28345 2.06037 -0.010 -0.004 0.034
H 5.42285 -0.20710 -1.77660 0.033 -0.010 -0.014
C -0.84770 2.27497 4.82330 0.032 -0.044 0.000
C -4.52723 0.56050 0.87841 0.078 -0.036 -0.102
N 1.71014 0.48121 -0.70432 0.150 0.048 0.177
H 2.29832 1.09948 2.15832 0.021 0.064 -0.035
C -4.74216 4.62570 1.31239 -0.024 0.002 -0.003
H -4.14662 1.02006 -2.48521 0.003 0.042 0.031
H -0.33807 3.14392 5.21718 -0.017 0.019 -0.001
H 2.65094 -1.96612 0.95796 0.014 0.025 -0.034
H 2.49108 2.85868 -5.21891 -0.005 0.003 -0.012
C -3.06204 -1.95542 -0.01782 0.006 0.110 -0.043
H 1.63648 -3.53188 2.16794 -0.027 -0.009 -0.019
H 0.45211 -8.89769 -1.95273 -0.003 -0.002 -0.002
C 4.04992 2.11428 2.82199 0.004 -0.005 0.005
H -2.62607 -2.08540 0.97819 0.019 0.018 0.007
N -1.76626 0.58169 -0.39226 -0.172 0.204 0.138
H 3.94468 3.99646 -0.53378 -0.036 0.047 -0.063
C -0.98068 -6.83964 0.96682 0.007 -0.005 0.003
C -0.14243 -8.92222 0.10744 -0.002 -0.052 0.015
H 1.04172 -5.16144 1.78715 -0.007 0.000 0.001
C -2.65851 3.21153 0.13158 0.029 -0.024 -0.016
C -1.29958 3.88654 -2.75188 -0.045 0.027 0.025
H 3.99548 -0.86132 1.23944 -0.008 0.022 0.005
C 0.79323 -4.10049 1.77540 0.004 -0.063 -0.039
H 4.08564 1.56873 3.75652 0.015 0.003 0.017
H -3.59169 -0.60665 -2.84904 0.041 -0.023 -0.011
H -1.38110 4.69822 -2.03791 0.006 -0.003 0.008
H 1.90248 6.35745 -2.82508 -0.006 0.004 -0.004
H 0.93144 -0.96384 3.09290 0.043 0.049 -0.087
H -3.99672 0.88208 1.77526 0.059 -0.013 0.039
H -3.92596 0.84906 4.74237 -0.012 0.016 0.005
C -2.16452 0.05179 3.81418 0.028 0.068 0.040
N -3.53277 3.84907 6.42052 0.020 0.003 -0.026
C -0.15730 1.34248 4.07448 -0.038 -0.003 0.019
C -1.20319 4.16562 -4.10418 -0.015 0.004 -0.022
H -5.68245 4.54573 -0.61612 -0.006 -0.001 0.005
H -1.00404 1.00263 -5.29261 0.009 -0.009 -0.018
H 5.72679 4.46854 1.06994 0.013 0.009 0.007
C 1.77806 4.48473 -1.79775 0.087 0.027 0.041
H 0.89541 1.50426 3.87404 -0.030 -0.024 -0.002
H -1.20301 5.19345 -4.44326 0.002 0.008 -0.010
C 3.53196 -1.51326 0.49467 -0.068 0.066 -0.052
C -4.13397 -0.00668 -2.11604 0.020 -0.050 0.170
H -1.69302 3.32700 2.03354 0.003 -0.004 0.010
C 4.96788 3.73828 1.31870 0.025 0.018 -0.008
H 4.50000 1.20844 -2.26932 -0.055 0.029 -0.043
As 0.39169 -3.50321 -0.05128 -0.021 -0.051 0.075
C 2.96173 2.54151 0.70409 -0.015 0.088 -0.059
C 0.10435 2.37257 0.33622 0.273 0.062 0.024
H 1.69757 -4.44222 -2.02874 -0.003 0.004 0.038
Si -3.34354 -0.13950 -0.40982 -0.053 -0.062 -0.080
H -5.08410 1.42225 0.51039 -0.005 0.014 -0.027
H 2.16436 1.44180 -3.22374 -0.001 -0.032 0.010
H -1.39090 -4.57442 -1.48700 0.041 0.017 0.018
H 5.02964 1.03967 -0.59570 -0.023 0.000 0.033
H 5.81661 3.26532 3.23059 0.009 0.005 0.009
C 0.05379 -8.32186 -1.12709 0.027 -0.036 -0.037
C -1.18096 1.53524 -3.22624 -0.006 -0.110 -0.003
H -0.83249 -8.63754 2.11826 -0.003 -0.008 0.000
H 1.70330 -2.07092 -2.37001 0.090 0.073 -0.003
H 4.24073 -2.31266 0.27246 0.049 -0.033 -0.017
C 1.88639 3.09802 -1.89642 -0.091 -0.072 -0.030
H 3.42075 -2.41115 -2.63826 0.054 -0.014 -0.005
H 0.10027 -9.96675 0.25069 0.008 -0.006 0.002
H -5.25020 -0.20444 1.17170 -0.035 -0.035 -0.016
C 3.94770 3.47764 0.41285 -0.010 -0.039 -0.002
C -2.86879 0.98159 4.55646 0.107 -0.010 -0.022
H -0.60552 -1.71881 2.68581 0.022 0.020 -0.115
C 5.02067 3.06342 2.52610 -0.003 -0.029 0.025
C -0.07227 -0.76935 2.71266 0.076 -0.215 -0.024
C -0.77755 -6.22114 -0.26513 0.049 -0.051 0.000
C -0.79926 0.21131 3.56181 -0.077 0.103 -0.012
C -0.66505 -8.17669 1.15319 -0.003 -0.008 0.035
H -3.84770 3.28439 -1.65980 0.012 -0.003 -0.001
H 2.38614 5.31999 -5.01668 0.013 0.003 -0.006
H 1.94260 -5.45741 -0.58908 -0.003 -0.011 0.005
C 1.86424 -4.43342 -0.95152 -0.024 -0.036 0.046
H -1.16467 0.51159 -2.87238 0.000 0.016 0.003
H -1.91881 -4.46747 0.18250 0.057 -0.001 -0.022
In 0.03179 0.10728 0.72040 -0.037 -0.114 -0.032
H 1.53688 4.93425 -0.84137 0.004 0.007 0.015
C 2.68975 -1.61460 -2.49494 -0.088 0.102 0.097